One molecule with the formula C5H6Cl2O at a distorted geometry, computed with ωB97M-V/def2-TZVPD.

Output
* gap between HOMO and LUMO: 10.3 eV
* ΔE to the lowest compared entry with this formula, charge and spin: 0.6325 eV
* SMILES string: ClC(Cl)C1=CCOC1

Last columns: bonded neighbours and bond lengths (Å).
CARTESIAN COORDINATES (ANGSTROEM)
1 Cl 2.800 -1.348 -0.003  C2 1.847
2 C 1.863 0.186 0.425  Cl1 1.847, Cl3 1.751, C4 1.542, H9 1.118
3 Cl 2.527 1.551 -0.448  C2 1.751
4 C 0.362 0.036 0.104  C2 1.542, C5 1.306, C8 1.499
5 C -0.267 -1.030 -0.314  C4 1.306, C6 1.494, H10 1.083
6 C -1.729 -0.765 -0.467  C5 1.494, O7 1.465, H11 1.117, H12 1.093
7 O -1.912 0.596 0.046  C6 1.465, C8 1.455
8 C -0.602 1.161 0.332  C4 1.499, O7 1.455, H13 1.100, H14 1.049
9 H 2.080 0.341 1.510  C2 1.118
10 H 0.231 -1.933 -0.645  C5 1.083
11 H -2.383 -1.472 0.098  C6 1.117
12 H -2.025 -0.852 -1.516  C6 1.093
13 H -0.322 1.929 -0.405  C8 1.100
14 H -0.622 1.600 1.284  C8 1.049

Formally, the Löwdin partial charges of the atoms, in units of the elementary charge, are as follows: number 1, Cl, carries 0.53; number 2, C, carries -0.98; number 3, Cl, carries 0.61; number 4, C, carries -0.33; number 5, C, carries -0.05; number 6, C, carries -0.15; number 7, O, carries -0.12; number 8, C, carries -0.15; number 9, H, carries 0.08; number 10, H, carries 0.10; number 11, H, carries 0.13; number 12, H, carries 0.12; number 13, H, carries 0.11; number 14, H, carries 0.11